1.
This record from the OMol25 dataset describes one molecule with the formula C3H5N3S. The level of theory is wB97M-V/def2-TZVPD.

Each line ends with the natural charge from an NBO analysis.
Geometry (Å):
N  -2.07842  0.95669  0.41888  -0.828
C  -0.92659  0.20194  0.32776  0.513
N  -0.68483  -0.94853  0.91706  -0.513
C  0.52381  -1.33487  0.41302  -0.072
C  1.05023  -0.41951  -0.37047  -0.089
S  2.57770  -0.42968  -1.35359  -0.009
N  0.09204  0.60322  -0.44869  -0.576
H  -2.26320  1.61565  -0.44204  0.389
H  -2.94627  0.33271  0.61722  0.410
H  0.98790  -2.24098  0.85554  0.217
H  3.32790  0.05938  -0.32884  0.133
H  0.33974  1.60398  -0.60585  0.423

The frontier orbital gap comes out at 0.3270 hartree. The LUMO energy is 0.68 eV. The SMILES is Nc1ncc(S)[nH]1. As for the net charge: 0. The spin multiplicity is 1.

2.
This record from the OMol25 dataset describes one molecule with the formula C3H5N3S. The level of theory is wB97M-V/def2-TZVPD.

Each line ends with the natural charge from an NBO analysis.
Geometry (Å):
C  -0.27706  -1.18083  0.69445  0.048
C  -2.26062  -0.28736  -0.25598  0.262
C  0.69625  -0.14482  0.70816  -0.281
N  -1.51511  -1.10582  0.53315  -0.500
N  -1.87842  0.30923  -1.30889  -0.679
N  2.91832  1.26527  -0.03051  -1.016
S  1.83832  -0.03919  -0.51855  0.687
H  0.11325  -2.06706  1.24683  0.209
H  -3.40444  -0.27173  -0.12564  0.144
H  -2.64974  0.56551  -1.84960  0.336
H  3.94082  1.22800  0.16000  0.403
H  2.47842  1.72881  0.74658  0.386

The frontier orbital gap comes out at 0.3127 hartree. The LUMO energy is -0.53 eV. As for the net charge: 0. The spin multiplicity is 1.

3.
This record from the OMol25 dataset describes one molecule with the formula C3H5N3S. The level of theory is wB97M-V/def2-TZVPD.

Each line ends with the natural charge from an NBO analysis.
Geometry (Å):
N  -1.41983  -1.36330  -0.21429  -0.671
N  -0.63753  -0.26031  0.14646  -0.054
N  -0.49526  0.15639  1.46001  -0.293
C  0.57877  1.00505  1.47825  -0.040
C  1.12012  1.01293  0.15610  -0.349
C  0.46955  0.03469  -0.50485  -0.055
S  0.38945  -0.71545  -1.99591  0.087
H  -2.42349  -1.23822  -0.42765  0.379
H  -1.48090  -2.24007  0.31163  0.383
H  1.06209  1.28564  2.49650  0.233
H  1.97708  1.74115  -0.05076  0.241
H  0.85995  0.58150  -2.85550  0.140

The frontier orbital gap comes out at 0.3249 hartree. The LUMO energy is 0.43 eV. The SMILES is Nn1nccc1S. As for the net charge: 0. The spin multiplicity is 1.

4.
This record from the OMol25 dataset describes C3H5N3S2 as an isolated structure. The level of theory is wB97M-V/def2-TZVPD.

Each line ends with the natural charge from an NBO analysis.
Geometry (Å):
C  -2.34370  -2.12708  -1.19146  -0.456
C  -0.31791  -1.12885  -0.05739  0.211
C  0.76254  0.96557  0.27600  -0.115
H  -2.36822  -1.47819  -2.14864  0.218
H  -3.43038  -1.77254  -0.49637  0.220
H  -2.47628  -3.36114  -1.35063  0.239
H  -0.34563  -2.88264  -0.53476  0.414
H  2.36115  -0.05652  1.24930  0.438
N  -1.04081  -2.17449  -0.43235  -0.609
N  0.89953  -1.39767  0.41953  -0.341
N  1.30675  -0.10598  0.87116  -0.416
S  1.35698  2.55080  0.55904  -0.225
S  -0.76352  0.51421  -0.36468  0.421

The frontier orbital gap comes out at 0.3040 hartree. The LUMO energy is 0.35 eV. As for the net charge: 0. The spin multiplicity is 1.

5.
This record from the OMol25 dataset describes an isolated ion of composition C3H5N4 and charge +1. The level of theory is wB97M-V/def2-TZVPD.

Each line ends with the natural charge from an NBO analysis.
Geometry (Å):
C  3.04683  -1.09294  -0.07243  0.260
C  -0.04249  1.76276  -0.08905  0.064
C  -0.87062  -0.56949  0.32164  -0.004
N  2.24392  -0.19809  -0.06068  -0.126
N  1.23360  1.87173  -0.03551  -0.099
N  2.16853  1.06576  -0.01077  -0.081
N  -0.96399  0.73654  -0.03522  -0.426
H  3.47704  -1.98985  -0.43278  0.273
H  -0.60435  2.73016  -0.12767  0.215
H  -1.84224  -1.02051  0.52668  0.236
H  0.13737  -1.16249  0.17918  0.241
H  -1.87971  1.09263  -0.23627  0.447

The frontier orbital gap (spin up / spin down) comes out at 0.2595 / 0.2544 hartree. The LUMO energy (spin up / spin down) is -5.95 / -6.07 eV. As for the net charge: +1. The spin multiplicity is 1.

6.
This record from the OMol25 dataset describes a 2-piece molecular cluster, C3H5N4O overall. The level of theory is wB97M-V/def2-TZVPD.

Each line ends with the natural charge from an NBO analysis.
Geometry (Å):
C  1.59145  1.15557  0.88491  0.183
C  -1.84378  -0.95745  -1.95072  0.522
C  0.08678  -0.23670  1.56723  0.199
N  0.92203  0.76999  -0.15735  -0.296
N  0.01669  -0.10424  0.23525  -0.199
N  1.10692  0.52618  1.98886  -0.489
N  -0.61625  -0.64610  -1.80583  -0.291
O  -2.83037  -1.38219  -1.49345  -0.377
H  2.39163  1.86583  0.86959  0.247
H  -1.69013  -0.84325  -3.13335  0.321
H  1.48114  0.58037  2.92499  0.461
H  -0.11956  0.19418  -2.07308  0.466
H  -0.49656  -0.92219  2.14297  0.253

The frontier orbital gap comes out at 0.2829 hartree. The LUMO energy is -7.25 eV. As for the net charge: +1. The spin multiplicity is 1.

7.
This record from the OMol25 dataset describes a 2-piece molecular cluster, C3H5N5 overall. The level of theory is wB97M-V/def2-TZVPD.

Each line ends with the natural charge from an NBO analysis.
Geometry (Å):
C  -0.15413  -0.97968  0.64892  0.334
C  0.02157  0.14977  -0.33529  0.082
C  1.04360  0.97267  -0.76260  -0.087
H  1.76669  0.46449  1.13918  0.326
H  0.60098  -0.92558  2.85566  0.474
H  -1.79540  -1.97873  -0.03067  0.338
H  1.87750  0.85595  -0.00342  0.131
H  -1.92415  0.13650  -1.06040  0.424
N  0.57951  -0.76006  1.66734  -0.710
N  -0.96104  -2.00230  0.63969  -0.742
N  0.52392  2.02841  -1.54379  -0.188
N  -0.60277  1.58439  -1.95798  -0.022
N  -0.97629  0.45417  -1.25662  -0.362

The frontier orbital gap comes out at 0.2844 hartree. The LUMO energy is -1.41 eV. As for the net charge: 0. The spin multiplicity is 1.

8.
This record from the OMol25 dataset describes one molecule with the formula C3H5N5O2. The level of theory is wB97M-V/def2-TZVPD.

Each line ends with the natural charge from an NBO analysis.
Geometry (Å):
H  1.19333  -0.13104  2.59369  0.409
N  1.90117  -0.77238  1.84664  -0.582
C  1.61095  -0.14597  0.81358  0.519
O  0.56328  0.92111  1.39930  -0.793
C  1.91183  -0.30842  -0.65475  -0.176
N  2.40635  0.93468  -1.19890  -0.794
C  0.72125  -0.89288  -1.37491  0.235
N  0.06162  -2.03458  -0.97630  -0.217
N  -0.82640  -2.26981  -1.82713  0.150
O  -0.77309  -1.29973  -2.77375  -0.127
N  0.18180  -0.41744  -2.45485  -0.098
H  0.01209  1.19727  0.65858  0.463
H  2.71029  -1.06215  -0.69055  0.264
H  2.70830  0.81441  -2.16025  0.377
H  1.70583  1.67177  -1.18116  0.369

The frontier orbital gap comes out at 0.3847 hartree. The LUMO energy is -0.09 eV. The SMILES is [H]/N=C(\O)[C@H](N)c1nnon1. As for the net charge: 0. The spin multiplicity is 1.

9.
This record from the OMol25 dataset describes C3H5NO as an isolated structure. The level of theory is wB97M-V/def2-TZVPD.

Each line ends with the natural charge from an NBO analysis.
Geometry (Å):
O  -0.71309  -0.93316  -0.19844  -0.545
C  -0.79982  0.10591  0.77015  -0.058
C  0.36951  0.86941  0.13586  -0.507
C  0.55905  -0.39767  -0.62990  0.528
N  1.24086  -1.08525  -1.41637  -0.624
H  0.46864  -1.77303  -1.39455  0.367
H  -1.75943  0.61210  0.75287  0.184
H  -0.56193  -0.27980  1.76400  0.177
H  1.15657  1.24561  0.78583  0.237
H  0.03965  1.63589  -0.56945  0.241

The frontier orbital gap comes out at 0.4083 hartree. The LUMO energy is 0.94 eV. As for the net charge: 0. The spin multiplicity is 1.

10.
This record from the OMol25 dataset describes one molecule with the formula C3H5NO. The level of theory is wB97M-V/def2-TZVPD.

Each line ends with the natural charge from an NBO analysis.
Geometry (Å):
C  0.30491  -0.20617  -0.22103  0.062
N  1.27252  0.29465  0.57421  -0.490
C  -0.71058  0.89396  0.36022  0.085
C  0.07157  -1.22146  -1.03425  -0.441
O  -1.73944  0.57345  0.97210  -0.536
H  1.24449  -0.12605  1.50751  0.376
H  0.28119  1.47105  0.97727  0.249
H  -0.62972  1.64488  -0.44473  0.264
H  0.79854  -2.01099  -1.17618  0.210
H  -0.89348  -1.31331  -1.51512  0.220

The frontier orbital gap (spin up / spin down) comes out at 0.2896 / 0.2897 hartree. The LUMO energy (spin up / spin down) is -1.38 / -1.38 eV. As for the net charge: 0. The spin multiplicity is 1.

Results for largest force on an atom: 3.58 3.72 6.25 4.31 5.75 2.19 10.00 4.63 2.33 2.52 (in eV/Å, following the order of the records).
Results for energy relative to the best compared isomer or geometry (same formula, charge and spin): 65.4 448.2 405.4 253.7 624.1 349.2 764.8 368.9 168.0 520.1 (in kJ/mol, following the order of the records).